Record 1
A 8-piece molecular cluster, C15H44F6N6O7P overall at a distorted geometry, computed with ωB97M-V with the def2-TZVPD basis set.

The geometry in XYZ format:
```
79
Properties=species:S:1:pos:R:3:forces:R:3:mulliken_charge:R:1
C 0.051469 0.799985 -4.478854 0.1 0.5 -0.8 0.242
C -2.541120 -3.770287 1.890750 1.1 -0.3 -1.3 1.261
O 0.310554 -0.580817 6.262041 -0.3 0.3 -0.5 -0.688
N -3.699559 -0.138670 2.568125 -0.1 0.1 0.8 -0.278
F -0.555363 -1.528928 -0.273351 -0.3 -0.1 0.5 -0.558
C 4.311388 4.239442 0.099772 0.3 0.2 -0.2 -1.464
H -0.623177 -0.439183 -2.945486 0.2 0.4 0.2 0.018
N 0.399138 -1.245682 4.074874 0.1 0.6 0.1 -0.241
H -1.909932 1.442108 3.166498 0.3 0.0 -0.1 0.167
C -0.997999 3.781734 -1.314851 -0.9 0.5 0.8 -0.712
H -0.810678 4.730811 -0.803192 0.0 0.0 0.1 0.385
H -1.721718 -2.870127 0.278319 0.0 0.0 0.4 0.272
H 3.800209 1.658880 1.385434 0.1 -0.2 -0.1 0.391
O 0.025618 1.012338 -5.689073 0.1 -0.2 0.4 -0.730
F 1.105586 -0.554350 0.948913 -0.6 0.0 -0.3 -0.369
N -0.786765 -0.074062 -3.868540 -0.5 -1.0 0.5 -0.145
C 4.163044 2.805094 -0.344034 1.1 -1.0 -0.4 0.630
N 0.976212 0.878788 4.647822 -0.1 0.7 0.7 -0.362
H -0.630804 -4.654180 1.431360 0.1 0.4 0.2 0.217
H -3.908898 -4.743810 3.129144 -0.8 -0.3 -0.1 0.363
N -2.706786 1.542028 3.760514 0.1 -0.3 0.2 -0.265
H 3.930114 2.727091 -1.411460 -0.7 0.6 0.1 0.199
O 5.475667 2.168599 -0.319837 0.3 0.4 0.3 -0.605
H 1.313649 -4.671957 -1.924483 -0.1 0.3 -0.3 0.360
N 0.845177 1.512731 -3.627774 0.7 0.4 0.6 -0.098
H 0.507307 -0.857565 3.155346 -0.2 -0.7 -0.4 0.057
C -3.801041 0.724788 3.612286 -0.7 1.8 -0.1 0.464
H -2.014045 2.221137 -3.601657 0.4 0.3 0.2 -0.038
C 0.486465 -0.327770 5.075141 0.7 -0.8 0.4 0.569
C 2.879786 -3.083298 -2.234794 -2.1 1.1 0.3 0.319
H 2.374232 2.453314 0.880888 -0.2 0.0 -0.5 0.240
F -1.691020 0.527590 -0.317574 0.2 -0.4 0.3 -0.374
H -2.700270 2.233935 4.484108 -0.1 -0.1 0.0 0.172
H 2.162636 -1.450410 -1.437877 0.0 0.1 0.1 0.199
H 1.079919 1.187333 3.698448 -0.1 -0.2 -0.1 0.240
H -4.517443 -0.722306 2.516209 0.5 -0.4 -0.5 0.162
H 3.342892 4.733442 0.018866 0.1 0.2 0.0 0.323
F 0.048170 1.429907 0.881054 0.1 0.1 -0.2 -0.557
H -3.221387 2.229546 -2.305316 0.2 -0.3 -0.1 0.286
H -0.011010 -2.139944 4.259860 -0.1 0.0 -0.1 0.146
H 5.069383 4.723418 -0.519477 -0.3 0.1 -0.3 0.368
O -4.834427 0.934208 4.254153 0.6 -0.8 -0.1 -0.721
H -3.497958 3.158027 -3.740420 0.1 0.2 -0.1 0.339
P -0.290843 -0.028494 0.302419 -1.2 0.5 0.1 1.754
C -2.163817 4.071887 -2.306375 2.6 -1.9 -0.9 0.241
H -4.383015 -4.693661 1.301056 0.2 -0.7 0.3 0.350
H 2.033223 -3.738734 -4.118471 0.6 0.0 -0.4 0.402
H -1.815657 -5.829091 1.734655 -0.3 0.0 0.3 0.341
H 3.889978 -3.487221 -2.249504 -0.1 -0.3 -0.1 0.335
H 1.221827 -3.364640 -0.726062 0.1 0.3 -0.1 0.138
O -1.534533 4.875458 -3.293478 -0.7 1.9 -0.4 -0.610
H 1.368199 -2.278121 -3.570331 0.1 0.2 0.3 0.090
C 2.325598 -2.804921 -3.633952 -0.2 -0.3 0.6 -1.019
H 4.704310 4.387786 1.107789 -0.3 -0.5 0.2 0.338
H 0.991595 1.575811 5.372326 0.1 0.1 -0.2 0.206
O -2.470040 -3.439011 0.492838 -0.9 0.2 -0.1 -0.584
H -1.122608 -4.917211 3.117605 -0.1 -0.2 0.0 0.361
H -2.233280 -2.900440 2.479946 -0.3 0.1 0.1 -0.152
H -1.219280 3.047762 -0.539633 0.0 -0.1 -0.2 0.035
H -2.965735 4.588620 -1.781583 0.1 0.4 -0.4 0.345
H 2.564401 -4.548396 -0.782282 -0.4 0.1 0.6 0.347
F 0.346682 0.281122 -1.134500 1.4 0.4 -0.1 -0.234
C -2.708777 2.848731 -3.050824 -1.4 0.0 1.2 -0.727
O 3.039337 -1.827415 -1.568076 0.6 0.2 0.0 -0.534
C 1.889769 -3.922946 -1.375505 1.5 -1.3 -0.3 -1.035
F -1.129307 -0.344950 1.687668 1.0 -0.5 -0.3 -0.508
H 0.920743 1.345315 -2.637146 -0.4 -0.3 -0.1 0.168
H -4.544643 -3.277275 2.241287 -0.3 -0.2 0.5 0.234
C 3.250920 1.939341 0.482519 -0.1 0.2 0.8 -0.745
H -2.773011 -0.286552 2.170274 -1.0 -0.5 -0.1 0.417
C -1.480276 -4.849611 2.087205 0.1 -0.5 0.1 -1.265
H 5.547226 1.591412 -1.082111 -0.1 -0.1 0.0 0.326
H -0.041682 3.567088 -1.789003 -0.3 -0.4 -0.4 0.142
C -3.976805 -4.207929 2.185938 1.1 1.4 -0.3 -1.370
H 2.990914 1.031064 -0.057005 -0.2 0.0 0.1 -0.009
H -1.364437 -0.681030 -4.421649 0.1 0.3 -0.4 0.191
H 1.591244 2.089058 -3.970961 -0.2 -0.1 -0.6 0.168
H -0.964324 4.338047 -3.846877 -0.1 -0.4 0.1 0.352
H 3.028872 -2.153811 -4.150101 -0.1 -0.3 -0.5 0.329
```
Positions in Å, forces in eV/Å.

total charge	-1
M	565.5	g mol⁻¹
relative energy (zero: lowest compared OMol25 entry of this formula, charge and spin)	0.000	eV
max |F|	0.0646	Eh/bohr
LUMO	2.421	eV


Record 2
C15H44N3O6PSi2 as an isolated structure at a distorted geometry, computed with ωB97M-V with the def2-TZVPD basis set.

The geometry in XYZ format:
```
71
Properties=species:S:1:pos:R:3:forces:R:3:mulliken_charge:R:1
H -5.421457 1.712249 -1.271842 0.5 2.2 0.7 0.289
H -1.704402 -2.924230 3.684132 0.1 0.1 0.2 0.103
H 2.434810 -1.010111 -4.755665 0.1 0.1 -0.2 0.303
H 6.036064 0.057975 -0.342082 -0.1 0.0 -0.1 0.346
Si -0.917924 2.066981 -0.094452 -0.5 1.1 0.6 0.464
H -4.760588 -4.367715 4.848223 0.1 0.0 -0.1 0.340
H -0.656554 0.045179 3.529420 -0.2 -0.1 0.0 0.337
H 0.759935 -1.723331 4.730090 -0.1 0.1 0.0 0.439
C 2.885859 -0.297632 -1.105521 0.0 0.4 0.1 -0.193
C 0.227143 2.787692 -1.467232 1.2 0.7 -0.8 -0.145
H 2.617085 -0.203006 -2.159491 -0.1 -0.3 -0.1 0.049
H -2.602467 -0.382831 2.573327 0.1 -0.1 0.1 0.323
H -0.310525 3.438181 -2.277934 0.9 -1.3 1.5 0.296
H 6.826991 -0.999827 -2.354847 -0.1 -0.1 0.0 0.411
P -3.280969 5.536627 -1.482922 -0.1 2.2 0.8 0.256
Si -3.313559 3.314132 -1.208971 -1.4 -0.3 1.9 0.433
C 4.833630 -2.651309 -3.107513 -0.5 0.3 -0.5 -0.188
H 3.752426 -4.348469 -3.870557 0.0 0.1 0.0 0.386
H 4.099972 -0.773092 -3.413670 0.2 -0.1 0.0 0.077
H 1.875107 -2.461035 -5.645228 0.0 0.1 0.0 0.341
C -0.144053 -0.770093 3.008154 0.5 -0.3 -0.2 -0.325
H -5.134037 -3.579741 3.299657 0.1 0.1 0.1 0.240
H 4.514467 -2.812560 -2.073674 0.0 -0.3 0.1 0.182
N -2.927090 5.907778 -3.190560 1.1 -0.2 1.0 -0.685
H -5.742047 3.453240 -1.924333 1.3 -1.2 1.8 0.238
H -3.677887 -1.872037 6.532131 0.1 0.0 0.0 0.389
H 0.861393 -1.728328 -4.382711 0.1 -0.1 0.1 0.236
H 2.922556 -1.350158 -0.809865 0.0 0.0 -0.1 0.246
H -3.483124 -4.133012 3.614218 0.1 -0.2 0.0 0.313
C -4.371431 -3.696827 4.073183 -0.1 0.3 0.0 -0.729
H 4.000885 -3.089078 -5.084968 -0.1 0.2 0.1 0.394
C 1.890294 -1.951853 -4.674289 -0.1 -0.2 0.3 -0.725
C -3.205014 -2.465098 5.741972 0.2 0.7 -0.1 -0.794
O -4.904530 6.097429 -1.064926 1.7 -0.2 0.3 -0.546
H 5.785070 -3.171792 -3.261621 0.0 0.1 0.0 0.400
H 5.985592 0.489334 -2.759703 0.0 -0.1 0.2 0.370
O 4.105921 0.383761 -0.851318 0.2 -0.6 0.0 -0.367
H -2.565363 -2.101248 2.047562 -0.2 0.1 0.2 0.215
C 0.091121 -2.000511 3.907120 -0.3 -0.1 -0.3 -0.956
C -2.209743 -1.090577 1.837505 0.2 -0.1 -0.3 -0.725
O -0.790989 -1.077889 1.770838 -0.1 0.3 0.6 -0.361
H -3.081689 -3.484806 6.124559 0.0 0.0 -0.2 0.400
C 5.836573 -0.531406 -2.387665 -0.4 0.2 0.0 -0.722
H -2.596040 -0.811495 0.854032 0.1 0.0 0.1 0.342
H 0.724401 1.869687 -2.018223 -1.0 1.8 1.0 0.094
H -4.797689 6.680619 -0.253416 0.0 -1.1 -1.7 0.347
H -1.250955 0.632399 -0.290416 -0.2 0.3 -0.4 -0.185
H 5.109248 -1.416166 -0.496972 -0.2 0.0 -0.1 0.350
H -1.267376 -1.699752 6.315879 0.0 0.0 -0.1 0.389
H -2.446097 5.080298 -3.607555 -0.7 0.9 0.2 0.285
C -1.850023 -1.826753 5.397031 -0.4 -0.6 -0.3 -0.188
C 3.767000 -3.264735 -4.028641 0.2 -0.1 0.7 -0.812
H 1.040307 4.654697 -0.238057 0.7 -2.1 -0.8 0.308
C 5.273065 -0.435447 -0.955664 0.3 0.5 -0.1 -0.498
H -0.117595 2.090104 1.156686 -0.2 0.1 -0.1 -0.174
H 0.842698 -0.377319 2.735815 -0.1 -0.1 0.0 0.352
O 2.465201 -2.781159 -3.673700 0.2 0.1 -0.5 -0.316
H -2.045521 -0.837994 4.971796 -0.1 0.2 0.2 0.161
C -5.184188 2.845534 -1.061324 -1.5 0.2 -0.2 -0.902
N -1.095935 -2.663460 4.457090 -0.1 0.3 0.1 -0.324
H 2.098817 0.193048 -0.527482 0.1 0.0 0.1 0.058
H 1.933276 2.923284 0.039819 -1.0 2.0 -1.5 0.206
H 2.289037 3.989345 -1.490673 -1.7 -0.7 1.3 0.308
O -4.082326 -2.413062 4.609664 0.2 -0.5 0.2 -0.336
H 0.621692 -2.754515 3.313402 0.0 0.2 0.0 0.381
C 1.443402 3.675859 -0.744625 0.2 -0.8 0.0 -0.941
N 5.012856 -1.222030 -3.385461 0.0 -0.2 0.2 -0.336
O -2.363977 3.008437 0.239189 0.4 -0.9 -3.1 -0.368
H -2.764198 2.677328 -2.400250 0.4 -0.4 -0.2 -0.113
H -2.216719 6.698233 -3.164200 -1.3 -1.4 -0.2 0.299
H -5.679812 3.244058 -0.052276 1.1 -1.1 -2.2 0.255
```
Positions in Å, forces in eV/Å.

total charge	0
M	449.7	g mol⁻¹
max |F|	0.0632	Eh/bohr
LUMO	0.591	eV


Record 3
A 5-piece molecular cluster, C15H44O19P4S overall at a distorted geometry, computed with ωB97M-V with the def2-TZVPD basis set.

The geometry in XYZ format:
```
83
Properties=species:S:1:pos:R:3:forces:R:3:mulliken_charge:R:1
C -15.084769 20.789224 22.081545 -2.4 1.7 1.6 -1.070
O -12.385006 19.092228 20.918597 -0.7 -0.7 -0.2 -0.081
H -15.721207 18.198539 14.183884 -0.4 -0.1 0.0 0.191
C -9.528288 18.952757 24.617475 -2.0 -1.0 1.6 -0.861
H -18.925183 21.629542 12.717802 0.3 -0.2 -0.5 0.272
C -8.811632 18.485437 13.094098 0.1 0.2 1.7 -0.643
S -10.331992 20.425540 16.194718 1.5 -1.7 0.5 1.714
P -13.953395 19.067473 20.553355 -1.5 -1.6 0.9 2.082
H -10.472281 18.426266 8.999377 0.3 -0.2 0.1 0.277
H -16.153481 20.783631 21.867224 -0.3 -0.5 0.1 0.286
H -8.689483 20.233352 18.657742 -0.1 0.1 -0.2 0.246
H -14.482827 23.023353 15.112693 -0.3 0.5 -1.0 0.361
H -11.295849 16.875519 8.650474 0.0 0.0 0.2 0.246
H -18.096099 22.454081 13.987656 0.1 -0.1 0.2 0.365
C -17.940192 21.990773 13.013418 -0.5 1.8 0.2 -0.868
H -14.861894 21.311183 14.911076 -1.1 0.3 0.2 0.441
H -8.077124 17.816763 13.542963 0.6 -0.2 -0.9 0.385
C -10.124090 21.189783 19.994541 0.2 1.3 1.5 -1.152
H -10.951523 17.824831 21.729603 -0.3 0.3 0.3 -0.001
H -9.720043 18.052330 13.512797 -0.4 0.6 0.0 0.171
C -6.673526 18.314915 9.644153 1.1 0.8 -0.2 -0.637
H -15.121136 17.584893 17.848137 0.4 0.3 -0.4 0.518
O -14.967295 19.656449 13.062042 -0.3 2.0 -0.9 0.246
H -9.556295 20.915080 20.883498 0.3 -0.5 -0.1 0.244
H -16.645865 18.262158 12.662421 0.0 1.0 -0.2 0.298
P -8.651202 17.139849 10.880914 -0.9 0.6 1.0 0.976
H -11.997005 18.927600 15.259726 0.1 0.2 -0.1 0.571
O -8.991092 19.821560 16.080306 -2.2 0.2 0.0 -0.721
H -14.979144 17.702532 12.695110 -0.1 -0.2 -0.1 0.369
O -14.775675 18.010813 21.280654 1.8 2.1 -1.4 -0.810
H -10.302332 19.468796 18.956027 0.4 -0.6 -0.4 -0.174
O -10.340616 21.046318 17.689553 -1.0 1.2 -2.0 -0.338
H -9.372650 18.261441 25.445701 0.5 -1.0 -0.5 0.351
H -13.391523 21.715693 14.588690 0.7 0.9 -0.4 0.265
C -14.373182 22.167607 14.446528 0.8 -2.5 1.1 -1.181
H -9.695194 19.791236 25.293642 0.8 1.4 -1.2 0.343
O -10.668326 21.420310 15.223569 -0.3 0.2 0.7 -0.592
O -7.818365 17.535199 9.513063 -2.6 -0.8 1.8 -0.328
C -5.272190 17.589919 25.228366 0.2 -1.0 -0.3 -0.734
H -12.629085 19.725627 16.723467 0.2 -0.1 0.3 0.379
C -11.774799 19.205662 16.289973 1.6 0.6 -0.6 -2.049
C -9.759566 20.398194 18.783635 -0.5 -0.9 1.0 0.398
O -8.559422 18.915603 23.594222 1.6 -0.5 0.5 -0.180
O -8.903944 18.590588 11.688010 1.3 -2.3 -1.9 -0.275
H -11.158445 21.085391 20.322140 0.0 -0.1 -0.5 0.088
C -7.193976 17.953969 21.150340 0.4 -0.3 -1.2 -0.426
O -6.474079 18.259553 24.884316 -1.0 0.1 -1.1 -0.274
H -5.963646 17.864108 8.950657 0.5 0.1 0.5 0.249
H -7.224559 16.938947 20.754233 -0.4 0.3 -0.7 0.308
O -14.418341 20.568560 20.925126 2.4 -2.1 -2.8 -0.177
O -8.049780 16.343484 24.040344 0.7 2.2 -0.4 -0.671
H -10.498121 18.692115 24.193696 0.0 0.1 -0.1 0.271
H -14.927857 21.848030 22.287476 0.4 -0.1 0.7 0.346
P -15.561598 20.982769 12.411082 0.0 0.9 -2.7 1.239
O -15.641089 21.082739 10.883786 0.4 -0.1 3.9 -0.780
O -6.634194 17.766569 22.426589 0.1 1.0 1.3 -0.274
O -14.673275 22.216553 13.050379 -1.2 -1.0 -0.6 -0.175
H -5.246498 17.447232 26.308679 0.2 0.3 -0.1 0.274
C -15.670868 18.429958 13.119929 0.9 -1.7 0.8 -1.493
C -15.285450 18.502093 18.413689 0.7 0.0 -0.4 -2.801
O -13.957162 18.953364 18.951327 -1.2 -0.3 1.6 0.711
H -12.363247 16.938430 21.123726 -0.5 0.4 0.2 0.493
H -11.170744 17.583312 20.052441 -0.2 0.4 -0.4 0.185
O -10.132668 16.809427 10.367476 1.3 -0.2 -0.6 -0.322
H -8.142054 18.489107 21.096865 -0.2 -0.4 0.5 0.045
C -11.726178 17.808132 20.962967 0.9 -0.4 -0.1 -0.978
H -14.908442 20.124734 22.927394 0.4 0.0 -0.2 0.285
H -11.774984 17.909795 10.065090 -0.2 0.0 -0.4 0.233
H -6.499698 18.585621 20.596177 0.1 -0.3 -0.1 0.254
H -16.026505 18.192290 19.150548 0.3 0.6 0.5 0.422
H -9.915672 22.257513 19.926709 0.0 0.1 -0.5 0.428
O -8.108146 16.070918 11.772738 -0.5 1.6 -1.7 -0.695
H -11.424234 18.299757 16.784465 -0.2 0.2 0.4 0.449
C -10.960068 17.554074 9.434636 0.2 0.1 0.9 -0.570
O -16.996416 20.993199 13.120134 1.2 -1.5 0.3 -0.122
H -6.338665 18.415451 10.676565 0.4 -0.5 0.0 0.311
H -15.613507 19.333146 17.789327 -0.2 -0.3 0.0 0.452
H -5.208317 16.593785 24.790476 -0.3 -0.2 0.0 0.331
H -6.815542 19.347806 9.326254 -0.5 0.0 -0.2 0.248
H -8.545609 19.473703 13.469123 -0.6 0.0 0.1 0.309
P -7.486324 17.701817 23.741467 -0.5 -1.4 1.4 0.956
H -17.547912 22.781483 12.373887 -0.5 0.1 -0.4 0.304
H -4.398433 18.102043 24.825395 -0.1 0.4 0.3 0.268
```
Positions in Å, forces in eV/Å.

total charge	-1
M	684.5	g mol⁻¹
multiplicity	2
expectation value of S²	0.750
max |F|	0.0824	Eh/bohr
LUMO (spin up / spin down)	2.067 / 2.032	eV


Question: Number 2 is which compound?
Answer: C15H44N3O6PSi2